Entry 1:
Density functional theory data (ωB97M-V/def2-TZVPD) for 2 unconnected molecules or ions with the total composition C14H16.

CARTESIAN COORDINATES (ANGSTROEM)
C 2.56 -4.27 -0.27
C 3.29 -0.38 -0.56
C 2.85 -0.15 -1.84
C 3.27 -1.72 -0.09
C 2.80 -2.83 -0.88
C 2.32 -1.16 -2.65
C 2.39 -2.50 -2.20
H 3.53 0.45 0.05
H 2.55 0.80 -2.37
H 3.38 -2.16 0.98
H 1.91 -0.96 -3.62
H 1.62 -4.82 -0.71
H 2.11 -4.16 0.68
H 1.99 -3.38 -2.76
H 3.52 -4.77 -0.49
C -1.44 2.90 2.86
C -4.41 2.07 0.55
C -3.73 2.37 1.75
C -3.75 1.64 -0.63
C -2.31 2.44 1.68
C -2.40 1.33 -0.55
C -1.72 1.66 0.65
H -5.46 2.24 0.49
H -4.08 2.46 2.73
H -4.20 1.62 -1.58
H -1.84 0.99 -1.42
H -1.78 3.86 3.24
H -0.38 2.71 2.67
H -0.73 1.41 0.57
H -1.85 2.30 3.74

Its gap between HOMO and LUMO is 9.57 eV. The HOMO energy comes out at -0.32241 Eh. As for the charge: 0. The calculation puts the energy relative to the best compared isomer or geometry (same formula, charge and spin) at 271.4 kJ/mol. Its SMILES is Cc1ccccc1.Cc1ccccc1. For the LUMO energy, the calculation gives 0.02917 Eh.



Entry 2:
Density functional theory data (ωB97M-V/def2-TZVPD) for a molecular structure, C14H16AsN2O4Se2Te2V.

CARTESIAN COORDINATES (ANGSTROEM)
V 0.09 1.48 2.24
O -5.47 1.13 1.29
C -5.05 -0.06 1.65
O -5.78 -1.02 1.71
C -3.61 -0.17 2.00
C -2.99 -1.30 2.48
N -1.69 -1.01 2.65
N -1.42 0.26 2.33
C -2.57 0.79 1.93
C -2.49 2.19 1.45
O -3.53 2.81 1.19
O -1.30 2.64 1.35
H -4.72 1.81 1.19
H -3.39 -2.28 2.70
H -0.95 -1.56 3.07
Se 1.21 0.03 3.84
Te 3.44 0.91 4.65
Te 3.93 2.39 2.44
Se 1.57 3.24 2.07
C 0.78 2.05 -1.29
As 0.64 0.68 0.08
C -0.69 -0.46 -0.79
C 2.33 -0.34 -0.19
C 2.40 -0.99 -1.54
C 2.89 -0.30 -2.64
C 2.90 -0.88 -3.90
C 2.44 -2.17 -4.08
C 1.96 -2.88 -2.98
C 1.94 -2.29 -1.73
H 0.78 1.62 -2.29
H 1.67 2.65 -1.12
H -0.09 2.70 -1.16
H -0.40 -0.70 -1.82
H -1.62 0.10 -0.82
H -0.85 -1.38 -0.23
H 2.37 -1.07 0.62
H 3.12 0.39 -0.05
H 3.26 0.71 -2.51
H 3.29 -0.33 -4.75
H 2.46 -2.63 -5.06
H 1.60 -3.90 -3.11
H 1.57 -2.85 -0.87

Its gap between HOMO and LUMO (spin up / spin down) is 6.13 / 5.55 eV. The HOMO energy (spin up / spin down) comes out at -0.14144 / -0.11992 Eh. Its spin multiplicity is 2. As for the charge: -1. The calculation puts the energy relative to the best compared isomer or geometry (same formula, charge and spin) at 39.7 kJ/mol. For the LUMO energy (spin up / spin down), the calculation gives 0.08386 / 0.08412 Eh.



Entry 3:
Density functional theory data (ωB97M-V/def2-TZVPD) for C14H16N2O2S in the gas phase.

CARTESIAN COORDINATES (ANGSTROEM)
C -3.64 0.20 -0.17
C -3.23 0.37 1.15
C -2.09 -0.25 1.60
C -1.34 -1.07 0.75
C -1.74 -1.22 -0.57
C -2.89 -0.60 -1.01
H -3.20 -0.73 -2.04
H -1.18 -1.83 -1.26
O -0.26 -1.67 1.33
C 0.54 -2.55 0.58
C 1.55 -1.83 -0.31
O 2.66 -1.51 0.50
C 3.73 -0.88 -0.15
C 3.45 0.57 -0.56
H 2.70 0.64 -1.35
H 4.37 1.04 -0.89
S 2.80 1.55 0.84
C 1.16 1.84 0.35
N 0.75 1.39 -0.83
C -0.48 1.72 -1.20
C -1.31 2.48 -0.39
C -0.79 2.86 0.84
N 0.44 2.55 1.21
H -1.36 3.43 1.55
H -2.31 2.76 -0.70
H -0.80 1.35 -2.16
H 4.03 -1.44 -1.04
H 4.54 -0.89 0.58
H 1.87 -2.49 -1.13
H 1.10 -0.93 -0.74
H -0.08 -3.23 -0.02
H 1.09 -3.13 1.32
H -1.75 -0.13 2.62
H -3.80 0.99 1.82
H -4.54 0.68 -0.52

Its gap between HOMO and LUMO is 9.20 eV. The HOMO energy comes out at -0.30793 Eh. As for the charge: 0. The calculation puts the energy relative to the best compared isomer or geometry (same formula, charge and spin) at 188.2 kJ/mol. Its SMILES is c1ccc(OCCOCCSc2ncccn2)cc1. For the LUMO energy, the calculation gives 0.03023 Eh.



Entry 4:
Density functional theory data (ωB97M-V/def2-TZVPD) for C14H16N2O4S in the gas phase.

CARTESIAN COORDINATES (ANGSTROEM)
C 3.60 2.53 -0.69
H 3.04 3.30 -1.22
O 2.77 1.40 -0.67
C 3.21 0.28 0.00
C 4.45 0.15 0.60
C 4.79 -1.03 1.24
C 3.90 -2.09 1.28
C 2.65 -1.97 0.68
C 2.30 -0.79 0.04
N 1.07 -0.59 -0.59
C 0.01 -1.43 -0.68
O -0.05 -2.54 -0.19
C -1.17 -0.84 -1.47
N -2.20 -0.36 -0.54
C -1.85 0.75 0.20
O -0.89 1.42 -0.12
C -2.65 1.12 1.42
H -3.09 2.11 1.27
S -3.93 -0.04 1.93
C -4.54 -0.42 0.25
C -3.42 -1.03 -0.55
O -3.59 -2.01 -1.24
C -5.14 0.79 -0.45
H -5.61 0.47 -1.38
H -5.89 1.25 0.18
H -4.38 1.54 -0.69
H -5.30 -1.18 0.39
H -1.94 1.20 2.25
H -0.86 -0.02 -2.11
H -1.62 -1.64 -2.06
H 0.95 0.36 -0.94
H 1.95 -2.78 0.71
H 4.16 -3.01 1.77
H 5.76 -1.12 1.71
H 5.16 0.96 0.58
H 3.82 2.89 0.32
H 4.54 2.34 -1.22

Its gap between HOMO and LUMO is 8.76 eV. The HOMO energy comes out at -0.29971 Eh. As for the charge: 0. The calculation puts the energy relative to the best compared isomer or geometry (same formula, charge and spin) at 30.2 kJ/mol. Its SMILES is COc1ccccc1NC(=O)CN1C(=O)CS[C@@H](C)C1=O. For the LUMO energy, the calculation gives 0.02211 Eh.



| no. | total energy (a.u.) |
| --- | --- |
| 1 | -542.9695 |
| 2 | -9472.4306 |
| 3 | -1201.2363 |
| 4 | -1351.7898 |